1.
ORCA calculation (wB97M-V/def2-TZVPD) on a cluster of 2 separate species, C3H7F2N in total.

Structure (XYZ):
```
13
Properties=species:S:1:pos:R:3:forces:R:3
F 1.35121 -0.49059 1.83377 -0.77 1.05 -0.89
F 0.73257 1.56572 1.23021 0.44 0.99 0.52
N 0.62407 -1.46664 -0.54448 3.47 0.96 -2.84
C -1.26638 0.43060 -0.51134 1.46 0.09 -1.14
C 0.22686 -0.05993 -0.26375 -0.69 -0.69 -0.12
C 0.36175 0.28020 1.16888 -0.72 -1.97 4.33
H 0.92958 0.70984 -0.65238 -0.66 -0.65 -0.77
H -1.37197 0.54795 -1.61570 -0.60 -0.45 0.79
H -2.15051 -0.05938 0.04803 1.81 0.74 -0.98
H 2.00949 -1.32604 -0.93625 -5.36 -0.80 1.34
H 0.13140 -1.75006 -1.45396 1.25 0.57 1.46
H -0.59300 0.17197 1.89153 1.95 0.05 -1.86
H -0.98506 1.44637 -0.19455 -1.58 0.11 0.14
```
Positions in Å, forces in eV/Å.

Computed properties:
Relative energy (zero: lowest compared OMol25 entry of this formula, charge and spin) (kcal per mole): 77.7
Multiplicity: 1
HOMO-LUMO gap (eV): 10.46

Atomic partial charges in e from the Mulliken method, atoms 1 to 8: -0.30, -0.24, -0.70, -1.06, 0.08, 0.26, 0.24, 0.35

=====

2.
ORCA calculation (wB97M-V/def2-TZVPD) on a structure of composition C37H42N4P2Pb.

Structure (XYZ):
```
86
Properties=species:S:1:pos:R:3:forces:R:3
Pb 3.11698 4.66682 0.23247 -0.04 -0.20 -0.56
P -3.69762 -1.25204 -2.54597 -1.99 -0.08 -1.83
P -1.03376 -2.79322 -2.97738 1.26 -2.83 -0.10
N -4.91044 -0.82074 -3.77459 0.92 0.27 -0.18
N -4.82254 -1.08800 -1.21359 -0.36 0.12 2.03
N 0.05803 -3.66870 -4.03013 0.11 0.42 -0.86
N -0.70304 -3.79190 -1.55890 -0.41 0.50 0.87
C 0.08435 1.82341 3.01073 -0.21 0.45 -0.43
C 1.21775 -4.00209 -5.95074 -0.47 0.22 0.63
C -6.50903 -1.46026 0.25272 1.11 1.32 2.27
C -0.12411 -3.24620 -0.40639 -0.37 -0.95 0.20
C -5.74247 0.31399 -5.55728 0.52 -0.35 0.84
C 6.03410 4.81860 3.74950 -0.88 -0.18 -0.27
C 0.30639 -5.04378 -4.14382 0.32 0.27 -0.81
C -3.81218 -3.10088 -2.71524 0.15 -0.13 0.13
C -0.13181 -4.20174 0.60137 -0.16 0.47 -0.84
C 1.91850 0.35846 4.04633 -0.44 0.04 0.31
C -0.04295 1.95321 1.68454 -0.07 0.31 0.36
C -2.60340 -3.64846 -3.49270 -0.06 0.30 -0.12
C 5.56993 3.33837 1.38568 1.46 -0.32 0.26
C -6.53088 -0.87062 -5.36740 0.82 -0.04 0.98
C 6.90319 3.61303 1.81694 -0.71 -0.30 -0.69
C 7.11229 4.39615 2.93472 -0.10 0.18 0.09
C 2.53112 0.18675 1.59109 0.32 0.57 0.03
C -5.47546 -0.72340 0.92418 -2.72 -1.33 0.19
C -4.45537 -0.51082 0.01222 -0.15 -0.89 -2.57
C -1.08857 -5.09880 -1.25310 0.16 0.19 0.89
C 1.75127 5.61016 1.65422 -0.43 0.29 0.31
C 0.61108 -3.04230 -5.16136 0.14 -0.97 0.05
C 1.02866 -5.27403 -5.30601 -0.59 0.81 0.72
C 1.20495 -0.23529 1.02569 -0.34 -0.40 -0.54
C -4.76083 0.32137 -4.57551 -0.80 -0.44 -0.50
C 4.51487 3.94431 2.03400 0.33 -0.22 0.70
C 3.89093 5.25461 5.52758 0.31 0.00 -0.14
C 0.40917 0.56291 3.74629 0.21 -0.38 0.66
C 5.18036 5.73743 5.83497 0.10 -0.17 -0.24
C 6.23983 5.49314 4.97146 -0.25 0.05 0.24
C -6.00136 -1.53893 -4.27144 -0.27 0.41 -0.75
C 0.21022 0.89774 0.65170 0.19 -0.40 -0.19
C -6.08069 -1.67844 -1.04838 1.65 0.63 -0.55
C 3.64637 4.62694 4.31315 -0.01 0.01 -0.62
C 2.83858 0.42749 2.86939 0.13 -0.09 -0.35
C -0.74930 -5.37882 0.06487 -0.07 0.67 -0.93
C 4.67972 4.46819 3.35253 0.21 0.23 0.85
H -7.44871 -1.79581 0.67579 0.19 0.12 -0.07
H -3.96208 1.01870 -4.36596 -0.10 -0.05 -0.09
H -7.37405 -1.19713 -5.96467 0.16 0.08 0.18
H 1.73478 -3.82986 -6.88685 -0.09 0.03 0.22
H 2.03542 -0.60932 4.56451 0.04 0.29 -0.13
H 0.50279 -1.97364 -5.27947 0.12 -0.09 -0.05
H 0.23176 -2.22811 -0.42674 -0.01 -0.17 0.03
H 2.31200 5.93565 2.53865 -0.37 0.03 -0.18
H -6.31863 -2.47147 -3.82449 0.04 0.16 -0.29
H 0.01226 -0.32839 3.24804 -0.01 0.38 0.19
H -4.73588 -3.40980 -3.22268 0.26 0.19 0.27
H -3.49798 -0.01496 0.09804 -0.08 -0.01 0.08
H -5.88575 1.06001 -6.32819 0.08 -0.10 0.17
H -0.09446 0.62625 4.72374 0.10 -0.15 -0.27
H 7.25575 5.80336 5.22264 -0.32 -0.01 -0.01
H 8.12128 4.66864 3.24234 -0.15 -0.23 -0.04
H 3.07939 5.38469 6.24566 0.26 -0.06 -0.23
H 3.87129 0.67646 3.12796 -0.18 -0.02 -0.23
H 0.25718 -4.07615 1.60473 -0.04 -0.01 -0.22
H -6.56179 -2.20762 -1.85767 0.06 0.09 0.12
H 7.73894 3.20610 1.24860 -0.20 0.22 0.11
H 2.22937 1.12434 4.77405 -0.02 -0.19 -0.15
H 1.38024 -6.23669 -5.65795 -0.07 0.20 0.13
H 0.57120 1.37916 -0.27319 -0.12 -0.06 0.27
H -0.92555 -6.31466 0.58134 0.08 0.17 -0.16
H -0.74743 0.41918 0.37287 0.24 0.11 -0.02
H -1.56825 -5.72931 -1.98812 0.10 0.07 0.25
H -3.84310 -3.51702 -1.69528 0.21 0.07 -0.20
H -2.53920 -4.73906 -3.37259 0.04 0.45 -0.15
H 0.69496 -0.98137 1.65265 0.36 0.25 -0.23
H 5.40302 2.68581 0.52267 0.14 0.28 0.22
H 1.21514 6.45174 1.18883 0.08 -0.35 0.30
H 2.65562 4.21995 4.07243 0.41 0.30 0.17
H 1.43697 -0.74946 0.07831 -0.11 0.09 0.34
H 5.35171 6.27795 6.76382 -0.04 -0.18 -0.19
H 3.30792 0.32813 0.82647 -0.12 -0.15 0.42
H 1.05207 4.79297 1.92339 0.17 0.50 0.03
H -5.48667 -0.40626 1.95965 -0.01 -0.02 -0.20
H -0.04499 -5.73857 -3.39619 0.21 0.13 -0.15
H -0.10136 2.69573 3.65421 0.01 -0.26 -0.39
H -0.39568 2.90263 1.26297 0.19 -0.15 0.32
H -2.70231 -3.44640 -4.57273 -0.03 -0.01 0.30
```
Positions in Å, forces in eV/Å.

Computed properties:
Relative energy (zero: lowest compared OMol25 entry of this formula, charge and spin) (kcal per mole): 0.0
Total charge: +2
Multiplicity: 1
HOMO-LUMO gap (spin up / spin down) (eV): 4.00 / 2.93

Atomic partial charges in e from the Mulliken method, atoms 1 to 8: 0.89, -0.04, -0.25, 0.29, 0.27, 0.35, 0.45, -0.30

=====

3.
ORCA calculation (wB97M-V/def2-TZVPD) on an isolated molecule of C5H8S2.

Structure (XYZ):
```
15
Properties=species:S:1:pos:R:3:forces:R:3
S -2.27179 0.28334 0.14052 0.22 -0.41 -0.46
S 2.20389 -0.56026 -0.27847 -2.01 -0.04 1.46
C 0.87844 -0.37220 1.17625 1.82 -0.98 1.01
C -0.69612 -0.15318 -0.70180 2.37 2.32 -0.73
C -1.36869 -1.27834 -0.20763 -3.77 -3.51 -2.36
C 0.74976 1.83759 -0.14193 0.60 4.12 1.04
C 0.55479 0.40822 0.09396 -1.55 -1.39 -3.58
H 0.30960 -1.24928 1.44721 0.42 0.09 -0.01
H -1.08527 -1.76666 0.63506 1.08 -0.88 2.45
H 1.28156 0.19940 1.95124 0.85 0.30 1.49
H -1.89624 -2.20514 -0.80477 1.18 3.00 0.62
H 1.32574 1.87096 -1.14016 -1.30 0.77 1.53
H -0.31223 2.32389 -0.12831 1.96 -0.59 -0.53
H -0.62532 0.03104 -1.78249 -0.32 -0.06 0.50
H 1.37941 2.57403 0.71628 -1.57 -2.75 -2.43
```
Positions in Å, forces in eV/Å.

Computed properties:
SMILES string: C[C@]1([C@H]2CS2)CS1
Relative energy (zero: lowest compared OMol25 entry of this formula, charge and spin) (kcal per mole): 71.8
Multiplicity: 1
HOMO-LUMO gap (eV): 9.60

Atomic partial charges in e from the Mulliken method, atoms 1 to 8: -0.11, -0.23, -1.24, -0.03, -0.82, -0.90, 0.94, 0.28

=====

4.
ORCA calculation (wB97M-V/def2-TZVPD) on a structure of composition C5H3LiO3.

Structure (XYZ):
```
12
Properties=species:S:1:pos:R:3:forces:R:3
O -0.35453 0.98126 0.82392 -0.91 -1.05 0.19
O 0.15196 1.40947 2.90277 -2.85 -2.75 2.31
O -1.18035 -3.28250 -1.44480 -0.11 1.42 0.38
C 0.23344 0.05791 0.00139 -0.78 -2.39 -0.32
C -0.92378 -2.16531 -1.22592 0.57 -1.40 -0.23
C -0.50924 0.60214 2.33853 1.49 2.15 -2.04
C -0.57781 -0.93739 -1.01755 0.67 2.22 1.33
C 0.15858 0.26763 -1.47625 -0.38 -0.53 -0.69
Li 1.33288 2.35703 2.45911 2.12 1.91 -0.70
H 1.07911 0.07930 -2.03702 -0.24 0.33 0.12
H -0.47378 1.09698 -1.80970 0.41 -0.14 0.13
H 1.06353 -0.46652 0.48553 0.02 0.23 -0.48
```
Positions in Å, forces in eV/Å.

Computed properties:
Relative energy (zero: lowest compared OMol25 entry of this formula, charge and spin) (kcal per mole): 68.9
Total charge: +1
Multiplicity: 2
⟨S²⟩: 0.7604
HOMO-LUMO gap (spin up / spin down) (eV): 7.98 / 4.76

Atomic partial charges in e from the Mulliken method, atoms 1 to 8: -0.25, -0.42, -0.35, -0.03, 0.90, 0.31, -0.56, -0.42

=====

5.
ORCA calculation (wB97M-V/def2-TZVPD) on an isolated molecule of C10H9BrNO4PS2.

Structure (XYZ):
```
28
Properties=species:S:1:pos:R:3:forces:R:3
Br 2.05157 -3.31789 -0.87417 -0.02 0.57 -0.01
S 5.59479 1.67669 0.19557 -0.32 0.47 0.08
S -1.79406 2.78235 0.18846 0.35 0.12 0.10
P 2.98862 -1.47585 0.04504 0.78 -0.13 0.67
O 0.71327 -0.82722 -2.25167 0.04 -1.18 -1.64
O -2.87150 -0.07686 -0.05514 0.67 0.15 -0.20
O 4.32874 -1.21177 -0.89664 -1.43 0.33 -0.04
O 1.30813 3.35231 -0.19690 0.74 1.81 0.02
N 3.05116 1.43324 1.20882 -2.03 0.07 -0.76
C -1.96235 -0.12525 -1.12441 0.36 -0.60 -0.54
C -0.43329 1.74735 -0.29612 0.16 0.67 0.91
C -3.38553 -2.02968 1.31580 0.60 0.00 0.13
C 4.12755 1.63950 0.71993 2.56 -0.27 -0.12
C 1.82078 -0.05199 -0.29697 0.04 -1.41 -1.23
C 0.63178 -0.19617 -1.25804 -0.10 1.82 2.13
C -0.62238 0.55982 -0.84796 -0.03 -1.14 -0.53
C 1.00091 2.21925 -0.09112 -0.83 -1.61 0.71
C 2.00957 1.12483 0.28071 -0.87 0.40 0.42
C -2.42782 -0.81043 1.08737 -1.80 -0.43 0.62
H -1.20705 3.53515 1.15919 0.17 -0.35 -0.58
H -4.17232 -2.07871 0.55437 0.34 0.09 0.04
H -1.38994 -1.16049 1.02048 -0.15 0.37 -0.09
H -2.58868 -0.14643 1.95049 0.62 -0.04 -0.28
H 4.09121 -0.74953 -1.71730 0.27 -0.22 0.00
H -2.79051 -2.95318 1.29745 -0.40 0.08 -0.02
H -1.73897 -1.17999 -1.38202 -0.01 0.33 0.07
H -2.44253 0.28696 -2.02521 0.05 0.12 0.41
H -3.89115 -1.96602 2.29002 0.24 -0.01 -0.26
```
Positions in Å, forces in eV/Å.

Computed properties:
SMILES string: CCOCC1=C(S)C(=O)C(N=C=S)=C(P(O)Br)C1=O
Multiplicity: 1
HOMO-LUMO gap (eV): 7.97

Atomic partial charges in e from the Mulliken method, atoms 1 to 8: -0.21, -0.31, -0.22, 0.19, -0.50, -0.34, -0.40, -0.49

=====

Listing calculated total energy for the structures above in their given order: -372.88327; -2528.92044; -991.57180; -425.15268; -4453.86779 Ha.
Listing max |F| for the structures above in their given order: 0.10851; 0.06028; 0.11016; 0.08919; 0.05445 Eh/bohr.